Formula: C14H34CuN2O6
Source: the Open Molecules 2025 dataset
Level of theory: ωB97M-V with the def2-TZVPD basis set

Last column: natural (NBO) charge in e.
Atoms and positions in Å:
C 0.45 -2.73 3.03  -0.0995
H 1.36 -0.92 2.38  0.2327
H -0.48 -3.32 3.10  0.1784
O 1.11 1.43 -1.46  -1.0067
H -0.47 -2.79 -1.88  0.1860
H 3.49 0.77 0.11  0.2247
H 1.33 3.12 0.43  0.1983
H -3.18 2.46 -3.40  0.1958
Cu 0.81 -0.01 -0.25  1.4234
H -0.59 -3.55 0.50  0.1989
H 1.29 -2.06 0.41  0.4364
H 1.74 3.35 2.18  0.1761
C -0.22 2.42 1.68  -0.2371
H -0.49 1.94 -0.26  0.4230
H -2.21 -2.64 -1.35  0.1767
N 0.42 -1.68 0.77  -0.7181
C -2.21 1.41 0.78  -0.2414
H -1.98 3.49 -2.54  0.1875
H 1.57 -5.13 3.41  0.1599
H 1.63 1.58 -3.53  0.1342
O 1.55 -3.41 2.46  -0.5471
H -2.60 0.38 0.52  0.2103
H -2.42 -0.12 -2.89  0.1800
N -0.74 1.49 0.66  -0.7025
C -1.16 -2.25 -1.17  -0.0610
C 1.93 1.00 -2.56  -0.0717
C 0.44 -1.44 2.25  -0.2411
C -2.99 2.41 -0.09  -0.0711
H 0.77 -2.54 4.09  0.1845
H -2.45 3.38 -0.04  0.1665
O 2.12 -1.02 -1.31  -0.9665
C 1.45 -4.76 2.43  -0.2309
H 2.32 -5.02 1.81  0.1986
H 1.00 -0.88 -3.20  0.1192
H -0.93 -1.05 -3.40  0.1748
H 0.52 -5.08 2.01  0.1541
H 3.28 2.47 0.21  0.1864
H -4.11 2.50 0.23  0.1717
H -0.76 3.36 1.81  0.1855
C 1.28 2.67 1.42  -0.0755
H -2.51 1.53 1.82  0.1927
H -0.26 1.88 2.68  0.1862
H -0.84 0.61 -2.77  0.2242
H 3.99 1.62 1.63  0.1719
H 2.72 -0.80 -3.38  0.1582
O -1.13 -0.85 -1.37  -0.5977
C 3.26 1.58 0.80  -0.2612
C 1.96 -0.50 -2.67  -0.0885
H 2.90 1.35 -2.42  0.1438
O 1.97 1.43 1.44  -0.5853
H -0.43 -0.78 2.44  0.2035
O -2.96 1.93 -1.39  -0.5602
H -1.68 -2.12 0.79  0.1988
C -0.78 -2.49 0.28  -0.2427
H -3.75 3.70 -2.17  0.1769
C -1.36 -0.33 -2.71  -0.2488
C -2.97 2.99 -2.38  -0.2652

The expectation value of S² is 0.75. The LUMO energy (alpha / beta) is 0.70 / 0.70 eV. As for the net charge: 0. The HOMO-LUMO gap (alpha / beta) comes out at 0.3032 / 0.3013 Ha. Its multiplicity is 2.



Formula: C11H19N3O3OsS2
Source: the Open Molecules 2025 dataset
Level of theory: ωB97M-V with the def2-TZVPD basis set

Last column: natural (NBO) charge in e.
Atoms and positions in Å:
C 1.76 -1.34 2.71  0.7144
H 2.96 -2.98 3.07  0.3973
C 2.42 -1.25 -3.22  -0.6570
S 1.71 -0.29 -0.76  -0.1016
H 0.55 -3.06 2.87  0.2166
C -1.76 2.47 -0.38  0.0135
H 1.04 -2.67 1.22  0.2430
C -0.13 -2.74 -3.55  -0.6482
N -0.73 1.49 1.50  -0.2455
H -2.54 3.86 2.12  0.2397
Os -0.52 -0.12 0.29  1.0424
O 1.70 -0.12 2.74  -0.6737
H -2.87 3.17 -2.03  0.2575
H -1.34 4.67 1.13  0.2327
H -0.99 -2.33 -4.09  0.2350
C -2.44 3.57 -1.11  -0.6633
H -3.24 4.01 -0.51  0.2173
N 2.86 -1.98 3.18  -0.8031
H -1.75 4.37 -1.39  0.2214
H 0.36 0.89 2.89  0.5142
H 3.25 -0.60 -2.95  0.2327
S -1.04 -1.92 -1.13  0.1122
N -1.47 1.30 -0.98  -0.0568
C -1.31 2.55 0.98  0.2655
H -1.01 -1.02 2.80  0.2030
H 0.72 -2.78 -4.23  0.2178
C 0.16 -1.91 -2.32  -0.2100
H 2.03 -0.92 -4.18  0.2281
H -0.85 3.84 2.62  0.2540
C 1.34 -1.21 -2.16  -0.1377
C -0.65 -1.52 1.90  -0.7134
H 2.80 -2.27 -3.35  0.2221
O -1.75 1.13 -2.19  -0.4525
C -1.51 3.81 1.76  -0.6747
C 0.67 -2.23 2.16  -0.5264
O -0.33 1.59 2.82  -0.5670
H -1.39 -2.27 1.63  0.2178
H -0.38 -3.77 -3.27  0.2256
H 3.65 -1.43 3.45  0.4072

The expectation value of S² is 6.08. The value obtained for the relative energy (zero: lowest compared OMol25 entry of this formula, charge and spin) is 0.00 kcal/mol. The LUMO energy (alpha / beta) is 0.49 / -1.51 eV. As for the net charge: 0. The HOMO-LUMO gap (alpha / beta) comes out at 0.2753 / 0.2279 Ha. Its multiplicity is 5.



Formula: C15H24O
Source: the Open Molecules 2025 dataset
Level of theory: ωB97M-V with the def2-TZVPD basis set

Last column: natural (NBO) charge in e.
Atoms and positions in Å:
H 0.58 -3.62 -2.42  0.2132
C 1.64 -3.51 -2.18  -0.6315
C 3.09 -1.75 1.03  -0.0481
H -0.28 -2.70 -0.62  0.2046
C -1.52 2.45 -0.66  0.0373
H 2.04 -4.50 -2.08  0.2129
O 1.96 -0.92 1.26  -0.5341
C -2.78 1.16 1.06  -0.6089
H 0.61 1.04 0.61  0.2210
H -0.80 2.27 2.72  0.2107
H -1.08 -0.34 -1.46  0.1968
H -3.20 3.60 -0.98  0.2144
H 0.61 0.30 -1.53  0.2132
C -0.41 0.44 -1.13  -0.4321
C -0.93 1.74 -1.67  -0.2001
C -0.93 2.75 1.75  -0.6048
C 3.13 -2.29 -0.41  -0.4689
H -0.67 -0.45 2.21  0.2062
H 0.01 3.26 1.47  0.2142
H 0.60 -2.32 1.91  0.1720
C -0.37 0.64 0.40  -0.1981
H -1.69 3.53 1.86  0.2032
H 4.02 -1.18 1.21  0.1912
H -1.79 4.18 -1.90  0.2209
C -0.51 -0.67 1.18  -0.4012
H -3.52 1.91 1.03  0.2068
C 1.77 -2.72 -0.89  0.0323
H -1.91 4.55 -0.16  0.2125
C -1.40 1.76 0.69  -0.0748
H -3.09 0.39 0.34  0.2078
C 0.71 -1.62 1.09  0.0803
H 2.16 -3.04 -3.05  0.2125
H 3.81 -3.15 -0.43  0.2119
H -1.38 -1.22 0.83  0.2056
H 3.08 -2.57 1.72  0.1581
H -2.78 0.69 2.06  0.2072
C 0.65 -2.41 -0.17  -0.2338
H 3.55 -1.51 -1.03  0.2130
C -2.13 3.81 -0.93  -0.6484
H -0.83 2.04 -2.71  0.2051

The value obtained for the relative energy (zero: lowest compared OMol25 entry of this formula, charge and spin) is 35.85 kcal/mol. The LUMO energy is 0.90 eV. As for the net charge: 0. The HOMO-LUMO gap comes out at 0.3421 Ha. As for the structure (SMILES): CC1=C[C@H](C[C@H]2CC=C(C)C2(C)C)OCC1. Its multiplicity is 1.



Formula: C40H56N9O16
Source: the Open Molecules 2025 dataset
Level of theory: ωB97M-V with the def2-TZVPD basis set

Last column: Mulliken charge in e.
Atoms and positions in Å:
C -42.71 -38.51 -2.03  -0.5998
H -37.85 -41.48 -4.40  0.2199
C -39.91 -44.17 -0.13  0.2194
H -39.17 -47.38 -0.60  0.3665
O -46.85 -46.31 2.64  -0.5057
H -39.90 -46.39 3.56  0.3827
H -34.22 -42.43 0.88  0.3328
C -39.84 -45.35 -2.21  0.2941
H -40.71 -44.39 0.81  -0.0959
H -33.47 -42.36 2.35  0.3387
H -37.90 -46.10 -0.25  0.6055
C -42.44 -39.95 -1.64  -0.9238
C -36.69 -46.97 5.07  -0.2095
H -43.24 -36.51 -1.19  0.4891
H -39.19 -40.75 -1.07  0.2041
O -45.99 -40.35 3.29  -0.6842
C -44.02 -44.84 -1.41  -0.5119
O -46.30 -47.79 1.12  -0.4870
C -37.66 -36.59 4.56  -0.9413
O -40.17 -43.37 6.44  -0.5563
C -37.97 -38.96 5.49  -0.8415
H -37.23 -40.34 -0.30  -0.0951
C -42.10 -40.31 -0.24  0.2506
C -46.07 -42.89 4.60  -1.1073
H -40.63 -41.82 4.31  0.0002
H -39.02 -43.88 0.39  0.1406
H -36.59 -36.79 4.38  0.3614
H -37.81 -35.90 5.46  0.3407
H -43.87 -40.69 3.43  0.0175
O -34.39 -37.04 2.19  -0.6071
C -38.95 -41.12 -2.00  0.4681
H -42.41 -39.53 2.01  0.3180
H -39.46 -38.21 1.40  0.8676
O -40.29 -36.84 3.79  -0.6674
O -39.66 -41.69 -2.88  -0.7437
C -43.02 -37.50 -0.95  -0.7505
H -35.59 -47.48 4.97  0.2089
C -44.07 -43.41 0.64  0.1968
N -43.03 -36.82 1.64  1.0224
C -36.49 -36.34 -0.76  -0.8453
H -35.78 -35.76 -1.17  0.6645
H -38.80 -46.60 0.97  0.0576
H -36.06 -43.82 3.97  0.4210
C -38.92 -37.10 -0.50  -0.7329
C -43.58 -43.65 -0.84  -0.2354
O -35.37 -40.27 1.59  -0.7130
H -37.09 -38.62 5.92  0.5037
H -34.19 -43.86 1.96  0.3665
C -36.77 -40.56 -1.19  -0.5524
N -46.39 -46.56 1.43  0.7278
H -42.82 -43.11 -1.38  0.4111
H -41.68 -41.27 -0.03  0.7100
H -43.62 -42.51 1.18  -0.0068
C -44.87 -44.45 1.45  0.1592
H -40.51 -44.43 -2.85  0.1816
H -42.64 -38.18 -3.07  0.4239
H -37.67 -39.54 4.76  0.1704
C -40.24 -41.55 2.59  -0.2035
H -38.72 -39.52 6.08  0.3152
C -43.62 -42.64 4.76  -0.6933
O -39.54 -41.01 1.71  0.0901
C -37.00 -41.40 -3.59  -0.9914
H -35.95 -45.97 7.07  0.4046
H -40.38 -43.38 -0.68  -0.5189
O -39.80 -41.48 3.87  -0.2170
H -45.17 -46.85 -1.43  0.2767
H -44.89 -44.18 2.57  0.0137
C -36.45 -43.30 3.09  -0.4037
H -46.07 -43.96 4.43  0.4267
H -42.69 -42.08 4.81  0.1030
H -36.87 -38.07 2.36  0.4687
C -37.70 -47.08 4.18  -0.2247
H -43.78 -43.25 5.70  0.2792
H -37.34 -42.70 3.43  -0.0742
C -44.95 -45.91 -0.74  -0.5218
C -39.20 -45.23 5.53  0.1561
C -39.81 -37.77 4.42  -0.2409
C -37.93 -45.28 6.64  -0.6272
H -36.25 -41.53 -1.03  0.2287
N -40.31 -44.43 5.82  0.9327
H -36.45 -42.35 -3.38  0.3509
O -33.90 -36.95 0.13  -0.6501
O -43.30 -37.27 2.73  -0.5157
N -39.52 -45.38 -0.87  0.3763
H -36.89 -44.14 2.38  0.0841
C -36.69 -46.02 6.29  -0.5637
O -41.45 -44.74 5.29  -0.5415
C -36.15 -36.95 0.59  -0.1598
C -37.97 -36.42 -1.16  -0.6648
C -38.67 -37.82 0.92  -0.6427
N -38.58 -37.74 4.87  0.1564
C -38.78 -46.44 -0.20  -1.0448
H -43.35 -43.14 3.86  0.3064
O -43.03 -35.55 1.38  -0.6178
C -37.20 -37.64 1.37  0.2148
O -39.33 -46.17 -2.99  -0.6556
C -44.95 -40.91 3.59  0.5879
H -38.00 -36.21 3.56  0.2585
C -36.12 -41.15 2.20  0.2002
H -39.89 -37.25 -0.86  0.3278
C -42.45 -39.35 0.90  -0.3433
H -46.59 -42.66 5.53  0.3584
H -47.00 -42.59 3.81  0.2702
C -34.34 -42.78 1.89  -1.0369
N -34.74 -37.05 1.03  1.1387
H -43.67 -45.09 -2.44  0.3290
H -40.21 -38.66 4.57  0.6776
H -36.27 -40.80 -4.02  0.3876
N -35.56 -42.33 2.46  0.2764
N -44.91 -42.09 4.26  0.1723
H -37.57 -47.64 3.09  0.1525
H -36.13 -39.90 -1.59  0.3299
H -42.19 -40.43 -2.48  0.5999
C -45.49 -45.59 0.73  0.0898
N -37.63 -40.96 -2.26  0.2208
H -38.25 -35.91 -2.00  0.5664
C -39.03 -46.29 4.35  -0.0973
H -37.11 -41.02 2.59  0.1482
H -38.24 -44.60 7.33  0.5526
C -42.85 -37.84 0.55  -0.2384
O -41.35 -42.10 2.46  -0.3691

The value obtained for the relative energy (zero: lowest compared OMol25 entry of this formula, charge and spin) is 38.86 kcal/mol. The LUMO energy is -0.27 eV. As for the net charge: -1. The HOMO-LUMO gap comes out at 0.2302 Ha. Its multiplicity is 1.



Question: What is the multiplicity in the fourth record?
Answer: 1



Question: Number 4 is which compound?
Answer: C40H56N9O16